1.
# C4H6ClF

A 2-piece molecular cluster, C4H6ClF overall in a non-equilibrium geometry (ωB97M-V/def2-TZVPD, OMol25).

- LUMO (eV) = 0.87

Structure (XYZ):
```
12
C4H6ClF, DFT ωB97M-V/def2-TZVPD
C 1.911 -1.076 0.091
C 1.363 0.103 0.117
C -1.638 0.792 0.202
C -0.726 -0.215 -0.323
F 3.283 -1.133 0.053
Cl 1.717 1.708 -0.016
H 1.447 -2.029 0.067
H -1.481 1.645 -0.393
H -1.714 0.991 1.321
H -2.766 0.484 0.071
H -0.775 -0.081 -1.337
H -0.622 -1.189 0.147
```



2.
# C4H6ClF

One molecule with the formula C4H6ClF in a non-equilibrium geometry (ωB97M-V/def2-TZVPD, OMol25).

- SMILES = C=C[C@@H](F)CCl
- LUMO (eV) = 0.95

Structure (XYZ):
```
12
C4H6ClF, DFT ωB97M-V/def2-TZVPD
C -0.661 -0.133 0.989
C 0.539 0.609 0.424
C 1.409 -0.202 -0.521
C 2.470 -0.898 -0.014
H -1.283 0.490 1.640
H -0.342 -1.052 1.582
H 1.202 0.927 1.249
H 1.135 -0.259 -1.542
H 3.074 -1.438 -0.718
H 2.910 -0.975 1.007
F 0.156 1.709 -0.338
Cl -1.803 -0.549 -0.320
```



3.
# C4H6ClF

One molecule with the formula C4H6ClF in a non-equilibrium geometry (ωB97M-V/def2-TZVPD, OMol25).

- SMILES = C/C(=C\F)CCl
- LUMO (eV) = 0.96

Structure (XYZ):
```
12
C4H6ClF, DFT ωB97M-V/def2-TZVPD
C -0.708 1.249 -0.418
C -0.101 -0.064 0.092
C 1.261 -0.323 0.651
C -0.826 -1.153 -0.057
H -0.472 1.873 0.432
H -0.201 1.703 -1.313
H -1.781 1.244 -0.677
H 1.560 0.547 1.138
H 1.404 -1.223 1.296
H -0.543 -2.175 0.157
F -2.003 -1.131 -0.613
Cl 2.408 -0.546 -0.687
```



4.
# C4H6ClFO

C4H6ClFO as an isolated structure in a non-equilibrium geometry (ωB97M-V/def2-TZVPD, OMol25).

- LUMO (eV) = 0.34

Structure (XYZ):
```
13
C4H6ClFO, DFT ωB97M-V/def2-TZVPD
C -0.231 -0.707 1.005
C -0.880 0.542 0.092
C 0.183 1.273 -0.445
C 1.346 0.562 -0.936
H -0.530 -2.347 -0.045
H 0.535 -0.411 1.842
H -1.196 -0.967 1.534
H 0.323 2.557 -0.443
H 1.613 -0.746 -1.069
H 2.073 1.064 -1.515
O 0.342 -1.635 0.217
F -1.657 1.321 0.757
Cl -1.922 -0.505 -0.994
```



5.
# C4H6ClN2O

An isolated ion of composition C4H6ClN2O and charge +1 in a non-equilibrium geometry (ωB97M-V/def2-TZVPD, OMol25).

- net charge = +1
- LUMO (eV) = -5.08

Structure (XYZ):
```
14
C4H6ClN2O, DFT ωB97M-V/def2-TZVPD
C 1.384 -1.169 0.266
C -1.059 -0.954 -0.034
C 0.009 1.984 -0.316
C -0.695 1.345 0.604
N 0.148 -1.297 -0.464
N -1.451 0.228 0.373
O 2.265 -1.784 -0.392
Cl 0.905 3.429 0.016
H 0.110 1.739 -1.348
H -1.785 -1.771 -0.162
H -0.817 1.702 1.661
H 0.189 -1.927 -1.255
H -2.300 0.208 0.945
H 3.097 -1.732 0.105
```



6.
# C4H6ClN3O

A 2-piece molecular cluster, C4H6ClN3O overall in a non-equilibrium geometry (ωB97M-V/def2-TZVPD, OMol25).

- SMILES = Clc1ccnnc1.[NH3+][O-]
- LUMO (eV) = 0.61

Structure (XYZ):
```
15
C4H6ClN3O, DFT ωB97M-V/def2-TZVPD
C 0.804 -1.201 -1.455
C -0.431 -0.585 -1.600
C 0.410 -1.065 0.917
C 1.199 -1.459 -0.171
N -0.734 -0.560 0.672
N -1.046 -0.220 -0.503
N -0.932 2.060 1.020
O -0.688 2.149 -0.309
Cl 2.842 -2.155 0.161
H 1.551 -1.470 -2.133
H -0.738 -0.249 -2.580
H 0.658 -1.332 1.952
H -1.616 1.220 1.172
H 0.091 2.017 1.482
H -1.371 2.851 1.374
```



7.
# C4H6ClNO

A 2-piece molecular cluster, C4H6ClNO overall in a non-equilibrium geometry (ωB97M-V/def2-TZVPD, OMol25).

- LUMO (eV) = -1.84

Structure (XYZ):
```
13
C4H6ClNO, DFT ωB97M-V/def2-TZVPD
C -0.393 0.265 1.075
C 1.096 -0.258 1.270
C -0.326 -0.246 -0.304
C -1.285 -0.258 -1.450
N 0.909 -0.657 -0.164
O -1.170 0.727 1.818
Cl 1.336 2.531 0.261
H 1.877 0.485 1.322
H 1.091 -1.083 2.001
H -1.081 0.671 -1.992
H -2.102 -0.052 -0.858
H -1.443 -1.118 -2.044
H 1.492 -1.006 -0.935
```



8.
# C4H6ClNO

One molecule with the formula C4H6ClNO in a non-equilibrium geometry (ωB97M-V/def2-TZVPD, OMol25).

- SMILES = O=C1NCC[C@H]1Cl
- LUMO (eV) = 0.73

Structure (XYZ):
```
13
C4H6ClNO, DFT ωB97M-V/def2-TZVPD
C -0.677 -0.549 0.739
C 0.059 0.735 0.836
C 1.085 0.636 -0.368
C -0.700 -0.930 -0.756
H -0.197 -1.362 1.186
H 0.603 0.892 1.733
H -0.694 1.524 0.704
H 2.008 0.104 -0.046
H 1.321 1.656 -0.749
H 0.551 -0.386 -2.277
N 0.312 -0.154 -1.294
O -1.384 -1.737 -1.317
Cl -2.287 -0.426 1.609
```



9.
# C4H6ClNO

C4H6ClNO as an isolated structure in a non-equilibrium geometry (ωB97M-V/def2-TZVPD, OMol25).

- LUMO (eV) = -1.04

Structure (XYZ):
```
13
C4H6ClNO, DFT ωB97M-V/def2-TZVPD
C -0.999 0.324 -0.428
C -0.402 -0.804 -0.894
C 2.323 -0.185 0.275
C -1.527 0.549 0.974
N 2.294 0.204 -0.852
O 2.586 -0.239 1.398
Cl 0.269 -2.324 0.464
H -1.080 1.312 -1.089
H -0.691 1.006 1.563
H -2.346 1.253 0.840
H -1.812 -0.354 1.533
H -0.214 -0.694 -2.244
H 1.597 -0.048 -1.539
```



10.
# C4H6ClNOS

One molecule with the formula C4H6ClNOS in a non-equilibrium geometry (ωB97M-V/def2-TZVPD, OMol25).

- SMILES = COC1=NSC[C@@H]1Cl
- LUMO (eV) = 0.29

Structure (XYZ):
```
14
C4H6ClNOS, DFT ωB97M-V/def2-TZVPD
C 2.415 -0.443 -0.525
C 0.228 -0.096 0.337
C -2.259 0.170 0.450
C -0.808 0.859 0.598
H 2.098 -1.644 -0.642
H 2.568 -0.121 -1.740
H 3.471 -0.349 -0.106
H -3.141 0.572 0.053
H -2.826 -0.242 1.379
H -0.533 1.306 1.494
N -0.181 -1.157 -0.307
O 1.530 0.229 0.401
S -1.826 -1.302 -0.664
Cl -0.737 2.220 -0.729
```



11.
# C4H6ClNOS

One molecule with the formula C4H6ClNOS in a non-equilibrium geometry (ωB97M-V/def2-TZVPD, OMol25).

- SMILES = C=CO/C(CCl)=N/S
- LUMO (eV) = 0.73

Structure (XYZ):
```
14
C4H6ClNOS, DFT ωB97M-V/def2-TZVPD
C -0.264 -0.210 0.370
C 1.035 -0.813 0.841
C -2.519 -0.922 -0.050
C -3.156 0.178 -0.483
H 0.151 3.205 -0.089
H 0.826 -1.733 1.383
H 1.666 -0.125 1.454
H -3.043 -1.868 0.070
H -4.181 0.109 -0.715
H -2.649 1.082 -0.544
N -0.457 1.010 0.026
O -1.221 -1.136 0.372
S 0.884 2.070 0.014
Cl 2.087 -1.245 -0.529
```



12.
# C4H6ClO2P

A 2-piece molecular cluster, C4H6ClO2P overall in a non-equilibrium geometry (ωB97M-V/def2-TZVPD, OMol25).

- SMILES = O=C(P)Cl.CC=C=O
- LUMO (eV) = 0.37

Structure (XYZ):
```
14
C4H6ClO2P, DFT ωB97M-V/def2-TZVPD
C 0.933 -1.663 -1.262
C -1.311 1.797 -0.146
C 0.359 0.795 1.312
C -0.078 1.699 0.150
O 1.993 -2.067 -0.953
O -2.480 1.758 -0.300
P -0.817 -2.235 -0.615
Cl 0.704 -0.412 -2.558
H 0.702 -0.048 0.779
H 1.161 1.253 1.798
H -0.550 0.628 1.899
H 0.643 2.012 -0.571
H -0.934 -0.931 -0.233
H -0.324 -2.587 0.700
```



13.
# C4H6ClO4P

C4H6ClO4P as an isolated structure in a non-equilibrium geometry (ωB97M-V/def2-TZVPD, OMol25).

- net charge = -2
- LUMO (alpha / beta) (eV) = 4.69 / 4.69

Structure (XYZ):
```
16
C4H6ClO4P, DFT ωB97M-V/def2-TZVPD
C 0.713 2.434 -1.022
C -0.651 -0.636 0.929
C 1.355 -1.321 -0.489
C 0.782 -0.544 0.652
O 2.895 1.313 0.426
O 0.506 1.567 -1.690
O 0.967 3.466 -0.582
O 0.859 1.924 1.850
P 1.456 1.026 0.843
Cl -9.989 -2.590 -1.010
H -1.105 -0.673 -0.184
H -0.971 -1.565 1.405
H -1.211 0.183 1.376
H 0.560 -2.047 -0.709
H 2.253 -1.930 -0.401
H 1.580 -0.607 -1.395
```



14.
# C4H6CoFO4

C4H6CoFO4 as an isolated structure in a non-equilibrium geometry (ωB97M-V/def2-TZVPD, OMol25).

- ⟨S²⟩ = 6.006
- multiplicity = 5
- LUMO (alpha / beta) (eV) = 0.38 / 0.27

Structure (XYZ):
```
16
C4H6CoFO4, DFT ωB97M-V/def2-TZVPD
C 1.892 -2.098 0.386
O 1.582 -0.768 0.167
Co 2.521 0.677 -0.246
H 1.497 -2.459 1.357
H 1.461 -2.761 -0.393
H 2.984 -2.292 0.397
C 1.302 0.985 2.157
O 0.157 0.343 2.396
C 0.240 -0.366 3.610
C 1.512 0.185 4.250
O 2.115 0.931 3.187
O 1.501 1.642 1.154
F 0.362 -1.693 3.320
H -0.683 -0.225 4.180
H 1.301 0.860 5.085
H 2.191 -0.616 4.557
```



15.
# C4H6F2

One molecule with the formula C4H6F2 in a non-equilibrium geometry (ωB97M-V/def2-TZVPD, OMol25).

- SMILES = FCC1(F)CC1
- LUMO (eV) = 1.09

Structure (XYZ):
```
12
C4H6F2, DFT ωB97M-V/def2-TZVPD
C 0.165 0.630 -1.196
C 0.052 -0.377 -0.003
C 0.594 -0.262 1.451
C -0.748 -0.472 1.202
H 1.322 0.610 -1.212
H -0.361 0.413 -2.169
H 1.264 -0.942 2.125
H 0.908 0.709 1.491
H -1.232 0.505 1.468
H -1.343 -1.295 1.577
F -0.138 2.036 -0.821
F 0.034 -1.715 -0.512
```



16.
# C4H6F2KNO7S2

C4H6F2KNO7S2 as an isolated structure in a non-equilibrium geometry (ωB97M-V/def2-TZVPD, OMol25).

- LUMO (eV) = -2.55

Structure (XYZ):
```
23
C4H6F2KNO7S2, DFT ωB97M-V/def2-TZVPD
K 2.967 3.803 1.102
N -0.204 4.944 -3.120
S -1.468 4.236 -3.458
O -1.782 4.271 -4.891
O -2.492 4.199 -2.417
F -0.994 2.736 -3.379
S -0.608 6.426 -3.790
O -1.904 6.971 -3.431
O -0.015 6.671 -5.067
F 0.362 7.293 -2.865
C 0.029 -5.522 2.337
C 0.669 -4.316 2.814
C 1.229 -3.406 1.665
O 1.101 -2.113 2.247
C 0.075 -2.186 3.158
O -0.525 -1.214 3.385
O -0.269 -3.462 3.506
H -0.629 -5.418 1.475
H -0.422 -6.123 3.127
H 0.744 -6.215 1.893
H 1.387 -4.646 3.565
H 0.518 -3.299 0.846
H 2.229 -3.630 1.296
```



17.
# C4H6F2N3O2

A 2-piece molecular cluster, C4H6F2N3O2 overall in a non-equilibrium geometry (ωB97M-V/def2-TZVPD, OMol25).

- net charge = -1
- LUMO (eV) = 2.87

Structure (XYZ):
```
17
C4H6F2N3O2, DFT ωB97M-V/def2-TZVPD
C -0.433 0.448 0.321
H 1.378 0.321 -0.955
C 0.664 -0.442 -0.357
N -0.855 -0.092 1.550
H -1.470 -0.973 1.305
H -1.486 0.570 1.994
C -1.544 0.757 -0.675
H -2.194 1.517 -0.221
H -1.152 1.133 -1.631
H -2.132 -0.161 -0.821
C 0.203 -1.464 -1.298
N -0.058 -2.195 -2.154
N 1.568 -1.039 0.676
O 2.219 -0.244 1.326
O 1.654 -2.240 0.756
F 0.232 1.673 0.568
F 3.406 2.431 -0.383
```